ORCA calculation (the ωB97M-V functional and the def2-TZVPD basis) on 4 unconnected molecules or ions with the total composition C28H45F10N4O6S2 in a non-equilibrium geometry.

The total energy comes out at -3559.2399 hartree. As for the relative energy (zero: lowest compared OMol25 entry of this formula, charge and spin): 0.0 kcal/mol. As for the total charge: +1. The calculation puts the highest occupied orbital energy at -0.39637 Ha.

Each line ends with the Löwdin charge.
Cartesian coordinates (Å):
C: 1.8727 2.4155 1.5178  -0.07
C: 2.2963 3.7067 0.7922  -0.21
N: 1.6593 4.8778 1.4865  -0.23
C: 2.6621 5.7124 2.1849  -0.27
C: 3.1758 4.9325 3.4049  -0.08
C: 0.9570 5.5917 0.4910  -1.11
S: 1.5648 6.8221 -0.3595  0.77
S: -0.7038 4.9700 0.2604  0.91
C: -0.8316 4.9193 -1.5539  -0.43
C: -1.1233 3.5091 -2.1698  -0.19
C: -1.1823 2.3384 -1.2100  -0.13
N: -2.4074 2.2765 -0.4033  0.10
C: -2.5259 1.6199 0.7329  -0.26
C: -1.5195 0.8127 1.4633  0.06
N: -3.7443 1.7647 1.1925  0.22
C: -4.5004 2.5419 0.3122  -0.13
C: -5.9198 2.9657 0.4086  -0.11
C: -6.2520 3.4529 1.8317  -0.20
C: -7.5591 4.2627 1.8023  -0.19
C: -7.3432 5.7768 1.8635  -0.27
N: -6.2057 6.1549 1.0070  0.00
C: -3.6570 2.8188 -0.6507  -0.22
F: -3.9537 3.5346 -1.7151  0.16
H: 2.4462 2.3010 2.4325  0.07
H: 1.9415 1.5369 0.8789  0.07
H: 0.8541 2.5963 1.8477  0.05
H: 3.3746 3.8298 0.8059  0.12
H: 1.9271 3.6298 -0.2260  0.10
H: 2.1603 6.6116 2.5239  0.11
H: 3.5309 5.9078 1.5572  0.10
H: 3.7997 5.6095 3.9823  0.08
H: 2.3551 4.5519 4.0030  0.08
H: 3.8069 4.1167 3.0616  0.06
H: 0.1058 5.2909 -1.9484  0.03
H: -1.6327 5.5885 -1.8460  0.07
H: -0.2949 3.2924 -2.8398  0.12
H: -2.0028 3.5855 -2.7974  0.10
H: -0.3235 2.3102 -0.5503  0.09
H: -1.1172 1.4301 -1.8086  0.14
H: -1.6421 0.9806 2.5288  0.10
H: -0.5098 1.0736 1.1735  0.05
H: -1.6474 -0.2496 1.2675  0.11
H: -4.1214 1.3979 2.0512  0.19
H: -6.0760 3.8003 -0.2630  0.11
H: -6.5737 2.1312 0.1626  0.13
H: -6.3514 2.5989 2.5047  0.11
H: -5.4394 4.0660 2.2165  0.10
H: -8.0733 4.0595 0.8636  0.11
H: -8.2436 3.9353 2.5825  0.11
H: -8.2174 6.2586 1.4322  0.11
H: -7.2485 6.1588 2.8822  0.11
H: -5.3411 6.1694 1.5327  0.06
H: -6.3215 7.0852 0.6283  0.07
C: 0.6128 -4.0514 -1.6801  -0.04
C: 1.7972 -3.5205 -0.9052  -0.18
O: 2.4552 -2.4551 -1.6357  0.05
C: 1.9338 -1.2548 -1.5404  -0.41
O: 0.9621 -0.9354 -0.9117  0.14
C: 2.7865 -0.2528 -2.3341  -0.54
F: 3.1246 -0.7316 -3.5331  0.17
F: 3.9128 0.0301 -1.6694  0.17
F: 2.1232 0.8935 -2.5209  0.15
H: 0.9246 -4.3603 -2.6781  0.08
H: 0.1762 -4.9060 -1.1659  0.08
H: -0.1583 -3.2890 -1.8011  0.08
H: 2.5405 -4.2985 -0.7821  0.11
H: 1.5120 -3.1810 0.0894  0.12
C: -0.8472 -6.3508 4.2571  -0.06
C: 0.6248 -6.6358 4.4623  -0.19
O: 1.2119 -7.2061 3.2761  0.04
C: 1.5692 -6.3570 2.3297  -0.40
O: 1.4507 -5.1649 2.3589  0.16
C: 2.2173 -7.1216 1.1663  -0.54
F: 1.5224 -8.2143 0.8436  0.18
F: 3.4567 -7.5085 1.4861  0.18
F: 2.2977 -6.3502 0.0793  0.15
H: -1.3685 -7.2520 3.9335  0.09
H: -1.2968 -5.9968 5.1840  0.08
H: -0.9968 -5.5933 3.4875  0.07
H: 0.7587 -7.3785 5.2453  0.13
H: 1.1710 -5.7420 4.7604  0.13
C: 5.8184 -4.1949 -3.2827  -0.05
C: 4.8997 -3.9347 -4.4569  -0.19
O: 4.6560 -5.1430 -5.2038  0.04
C: 3.7219 -5.9470 -4.7215  -0.39
O: 3.0756 -5.7621 -3.7314  0.16
C: 3.5423 -7.1571 -5.6508  -0.55
F: 4.7197 -7.6601 -6.0320  0.17
F: 2.8710 -6.7968 -6.7531  0.17
F: 2.8563 -8.1228 -5.0475  0.18
H: 6.7441 -4.6623 -3.6191  0.09
H: 6.0584 -3.2608 -2.7756  0.08
H: 5.3550 -4.8707 -2.5635  0.08
H: 5.3674 -3.2442 -5.1554  0.13
H: 3.9567 -3.4915 -4.1380  0.11

Force components x, y, z for each atom (eV/Å):
0.184 0.750 0.060
-1.034 -1.011 1.084
0.293 0.759 -1.032
-0.028 -1.237 0.862
0.049 0.501 -0.622
0.170 0.040 0.162
-0.153 0.259 -0.122
0.484 -0.411 -0.060
-0.610 -0.413 -0.042
0.603 0.742 0.410
0.021 -0.419 -0.954
0.026 0.209 -0.479
1.130 -0.914 1.135
0.212 0.043 -0.228
-1.862 0.596 -0.001
-0.898 -0.546 0.961
0.310 -0.141 1.239
-0.464 -0.016 -0.167
-0.063 0.057 0.122
0.115 0.132 -0.459
0.072 -0.021 0.032
0.781 0.868 -1.624
0.422 0.002 -0.208
0.175 -0.306 0.013
0.094 -0.120 0.076
-0.257 -0.251 -0.117
0.121 0.141 -0.261
0.213 0.273 -0.234
0.107 0.249 -0.229
-0.177 0.487 -0.242
0.032 -0.080 0.250
-0.036 -0.032 0.165
0.037 -0.210 0.179
0.039 0.275 0.043
0.062 0.242 -0.050
0.067 -0.169 -0.070
-0.078 -0.218 0.002
-0.021 0.228 0.254
-0.196 -0.170 0.062
0.067 0.027 0.123
0.108 0.033 0.021
-0.081 -0.092 -0.114
0.265 -0.143 0.082
0.002 -0.014 -0.284
-0.163 0.039 -0.224
-0.001 -0.047 0.036
0.129 0.034 0.019
-0.022 -0.130 -0.098
0.009 0.091 0.167
-0.171 0.028 0.126
0.077 -0.174 0.125
0.003 0.042 -0.001
-0.053 0.004 0.032
-0.067 0.293 -0.314
-0.342 -0.556 0.240
0.166 0.210 -0.043
-0.104 -0.513 0.235
-0.093 0.335 0.001
0.239 0.289 -0.334
-0.063 -0.032 0.043
-0.059 -0.049 0.097
-0.089 -0.043 0.096
0.053 -0.151 0.068
0.067 -0.018 0.028
-0.013 -0.002 0.122
0.222 0.181 -0.173
0.038 0.231 -0.070
-0.032 0.000 -0.321
-0.329 0.135 0.517
0.182 -0.076 -0.138
-0.181 0.105 0.537
0.067 0.010 -0.273
0.220 -0.415 -0.498
-0.102 0.104 0.073
-0.024 0.134 0.157
-0.064 0.007 0.127
0.006 -0.035 0.112
0.034 -0.022 0.025
0.041 0.062 0.063
0.107 -0.145 -0.167
0.063 0.030 -0.206
-0.029 -0.303 0.045
0.220 0.483 0.268
-0.097 -0.116 -0.170
0.197 0.526 0.145
-0.192 -0.195 0.032
-0.011 -0.501 -0.237
0.004 0.085 0.058
0.001 0.131 0.058
-0.017 0.118 0.090
0.032 0.102 -0.035
-0.013 0.024 -0.037
-0.058 0.071 0.018
-0.009 -0.175 -0.166
-0.085 -0.187 0.004